Computed, not measured: C34H31Cl3FeNO2Sb2 as an isolated structure at a distorted geometry, with ωB97M-V/def2-TZVPD.

XYZ file:
```
74
Properties=species:S:1:pos:R:3:forces:R:3
Fe -0.19856 0.41111 1.20984 -0.05 -1.01 -0.12
C 1.16892 0.82056 -2.55516 -0.15 -0.16 -0.09
C -0.32207 0.63815 -2.86498 0.06 -0.15 0.08
C -0.87257 -0.76537 -2.55778 0.11 0.13 -0.08
Sb -1.57351 -1.23233 -0.58846 0.09 -0.07 0.08
C -1.93402 -3.28453 -0.92597 0.01 -0.23 0.02
C -2.89810 -3.66745 -1.85924 0.06 -0.09 0.07
C -3.13696 -5.01344 -2.09946 0.00 0.02 0.01
C -2.42482 -5.98479 -1.40686 0.00 0.01 -0.01
C -1.46951 -5.61339 -0.47268 -0.02 0.05 -0.02
C -1.22577 -4.26619 -0.23420 0.00 0.03 -0.05
C -3.57493 -0.59132 -0.73676 -0.12 0.06 -0.08
C -3.99530 0.25781 -1.75523 -0.04 0.08 0.09
C -5.33154 0.62956 -1.84948 0.04 -0.02 0.02
C -6.24908 0.16098 -0.92155 0.01 -0.02 0.00
C -5.83412 -0.68080 0.10300 0.02 0.03 -0.01
C -4.50211 -1.05916 0.19191 -0.06 0.00 -0.03
Sb 1.81091 0.69249 -0.52024 0.06 0.78 -0.06
C 3.83126 0.20721 -0.76915 0.15 -0.22 0.02
C 4.54815 0.83752 -1.78512 0.14 -0.11 0.07
C 5.90038 0.56856 -1.93968 -0.02 0.01 -0.01
C 6.53876 -0.32094 -1.08343 -0.01 0.01 0.00
C 5.82824 -0.94762 -0.07108 -0.05 0.02 -0.01
C 4.47172 -0.68603 0.08569 0.05 0.02 -0.08
C 2.11731 2.78155 -0.19916 0.06 0.10 -0.23
C 1.14277 3.70209 -0.59123 0.06 -0.04 0.06
C 1.36934 5.06474 -0.44717 -0.01 -0.03 0.01
C 2.56487 5.52016 0.09303 0.01 -0.02 0.00
C 3.53297 4.61134 0.49498 -0.04 -0.02 0.00
C 3.31296 3.24693 0.34407 -0.07 0.01 0.10
H 1.51221 1.80739 -2.86625 -0.03 -0.01 -0.10
H 1.75755 0.07168 -3.08956 0.01 0.02 -0.04
H -0.43394 0.80345 -3.94037 -0.03 0.03 0.00
H -0.91497 1.41165 -2.37412 0.01 -0.01 0.04
H -1.73825 -0.99081 -3.18267 0.03 0.02 -0.08
H -0.12189 -1.52882 -2.77834 -0.01 -0.01 -0.04
H -3.47822 -2.92177 -2.39152 0.01 0.01 0.01
H -3.88474 -5.30522 -2.82563 0.00 0.00 0.01
H -2.61827 -7.03286 -1.59433 0.00 0.01 0.00
H -0.91571 -6.36919 0.06924 0.00 0.01 0.00
H -0.47039 -3.98848 0.49425 -0.01 0.02 0.00
H -3.28745 0.65616 -2.47227 0.00 -0.03 -0.02
H -5.65204 1.28817 -2.64620 0.01 0.00 0.01
H -7.28954 0.44848 -0.99752 0.01 0.01 0.01
H -6.54836 -1.04187 0.83161 0.00 -0.02 -0.02
H -4.19992 -1.74327 0.97899 0.02 0.02 0.01
H 4.06781 1.54704 -2.44852 -0.02 0.00 0.01
H 6.45773 1.05716 -2.72828 0.01 -0.01 0.01
H 7.59416 -0.52469 -1.20781 -0.01 0.00 0.00
H 6.32546 -1.64101 0.59456 0.00 0.00 -0.01
H 3.92133 -1.18704 0.87425 -0.02 0.01 0.00
H 0.19977 3.36423 -1.00733 0.02 -0.01 -0.02
H 0.61198 5.77116 -0.76239 0.00 -0.01 0.00
H 2.74502 6.58250 0.19365 -0.01 -0.01 0.01
H 4.46692 4.96257 0.91494 0.00 -0.01 -0.01
H 4.08807 2.55121 0.64652 0.01 0.00 -0.04
Cl -0.32063 2.59819 2.61778 -0.11 0.28 0.31
C -2.08685 2.34062 2.26188 0.37 -0.29 0.01
Cl -2.44641 0.63551 2.74996 -0.09 0.21 0.11
Cl -3.05899 3.45691 3.12046 -0.11 0.11 -0.02
C -2.20659 2.37779 0.69530 0.16 -0.03 -0.25
O -3.04868 3.05696 0.18791 0.03 0.00 -0.05
O -1.31299 1.61510 0.13171 -0.36 0.30 0.23
C 0.96224 -1.03592 5.50507 0.00 -0.01 0.10
C 0.06415 -1.80893 4.78611 0.04 -0.07 -0.01
C -0.01154 -1.63508 3.41979 0.08 -0.08 -0.22
N 0.74956 -0.75203 2.75038 -0.34 0.37 0.49
C 1.63361 -0.02906 3.46003 0.10 -0.11 -0.16
C 1.77165 -0.13799 4.82902 0.06 -0.03 -0.04
H 1.03508 -1.13687 6.58010 0.00 0.00 -0.01
H -0.57351 -2.53309 5.27300 0.01 0.00 -0.01
H -0.69267 -2.22548 2.81724 -0.07 0.08 0.00
H 2.25834 0.65320 2.89238 -0.07 0.06 0.00
H 2.49437 0.47495 5.34856 0.00 -0.01 -0.01
```
Forces are in eV/Å.

- HOMO-LUMO gap (alpha / beta) (eV) = 7.85 / 7.88
- ⟨S²⟩ = 6.01
- 2S+1 = 5
- energy (hartree) = -4644.00511
- charge = +1
- max |F| (eV Å⁻¹) = 1.0

Computed, not measured: C34H31Cl3IN6OPRuS2Si as an isolated structure, with ωB97M-V/def2-TZVPD.

XYZ file:
```
81
Properties=species:S:1:pos:R:3:forces:R:3
Ru -0.43921 0.78079 1.01424 0.26 0.37 0.06
C -2.38822 3.32408 -6.46321 0.01 0.00 0.00
S -2.32365 2.24308 -5.01747 -0.02 0.01 0.01
C -1.93442 3.38654 -3.79614 0.04 0.04 -0.09
S -0.39285 0.78753 -1.35620 -0.32 -0.06 -0.09
N -1.81506 3.28315 -2.60720 0.00 -0.07 0.03
N -1.36471 3.38066 -1.41490 -0.04 0.02 0.10
C -2.23494 3.66285 -0.47341 0.07 -0.05 -0.07
C -1.81681 3.79419 0.91055 -0.01 0.04 -0.02
C -2.40994 4.85836 1.59649 -0.01 0.02 0.02
C -2.00377 5.18988 2.86785 0.04 -0.05 -0.01
C -0.97130 4.44801 3.42017 -0.03 0.02 0.00
C -0.47669 3.37465 2.71142 0.02 -0.03 -0.02
N -0.90242 2.98301 1.49803 0.03 -0.02 0.03
H -2.62340 2.67727 -7.30651 0.00 0.00 0.00
H -1.42635 3.80029 -6.62758 0.00 0.00 0.00
H -3.17226 4.06640 -6.34766 0.00 0.00 0.00
H -3.25739 3.92801 -0.72261 0.01 0.00 -0.01
H -3.17140 5.43384 1.08798 0.00 0.00 0.01
H -2.45509 6.01682 3.39887 0.00 0.00 0.00
H -0.55814 4.67493 4.39255 -0.01 0.01 0.00
H 0.32214 2.80023 3.13684 -0.03 0.00 0.01
I 2.93712 -1.14381 1.45734 0.05 0.02 0.07
C 2.95716 -2.86881 0.30670 -0.04 0.00 -0.02
C 3.79288 -3.87674 0.69328 0.03 -0.03 0.02
C 4.05426 -4.96183 -0.16515 0.00 0.00 -0.01
C 3.53792 -4.94909 -1.42361 0.00 0.02 0.03
C 2.67152 -3.91055 -1.84741 0.02 -0.01 0.01
C 2.22362 -3.89588 -3.18706 -0.03 0.02 -0.02
C 1.39184 -2.91255 -3.62565 0.01 -0.01 0.00
C 0.88688 -1.98436 -2.70185 0.01 0.03 0.09
C 1.27312 -1.95421 -1.37953 0.00 0.06 -0.04
P -0.01195 -1.05041 -0.35216 0.12 -0.14 -0.15
C -1.32968 -2.22939 -0.75339 -0.05 0.05 0.06
C -2.37812 -1.97695 -1.62320 -0.11 0.01 -0.07
C -3.35406 -2.94591 -1.82315 0.03 0.00 -0.01
C -3.27228 -4.16542 -1.16972 0.03 0.01 0.01
C -2.20633 -4.42625 -0.31498 -0.04 0.00 -0.04
C -1.23756 -3.46142 -0.10734 -0.02 0.00 0.08
C 1.20768 1.38147 -1.87135 0.10 -0.09 0.15
C 1.53582 1.32552 -3.21949 -0.07 -0.01 -0.03
C 2.77144 1.79252 -3.63799 0.05 0.02 0.00
C 3.67114 2.31100 -2.71575 -0.03 -0.02 -0.01
C 3.32998 2.37660 -1.37209 -0.03 0.00 -0.01
C 2.09275 1.91762 -0.94580 0.00 -0.01 0.04
C 2.27870 -2.87877 -0.94498 0.03 -0.02 0.04
H 4.29960 -3.81787 1.64708 0.00 0.00 0.00
H 4.70868 -5.75860 0.16094 0.00 0.00 0.00
H 3.78594 -5.72975 -2.13166 0.00 0.00 0.00
H 2.56562 -4.67624 -3.85567 0.00 0.00 0.01
H 1.06046 -2.87972 -4.65475 0.00 0.01 0.01
H 0.09967 -1.32407 -3.03952 -0.02 0.05 -0.03
H -2.45438 -1.02905 -2.14146 0.02 -0.01 0.02
H -4.17940 -2.74125 -2.49237 0.00 0.00 0.00
H -4.03403 -4.91691 -1.32950 0.00 0.00 0.01
H -2.13412 -5.38044 0.19025 0.00 0.00 0.00
H -0.41300 -3.66559 0.57008 -0.01 0.00 -0.02
H 0.82913 0.93281 -3.93959 -0.03 -0.01 0.00
H 3.02995 1.75217 -4.68771 0.01 0.00 0.00
H 4.63655 2.66971 -3.04679 0.00 0.00 0.00
H 4.02274 2.78762 -0.65008 0.00 0.01 0.00
H 1.82765 1.99149 0.10352 0.00 -0.03 -0.01
C 0.30153 -0.95162 6.47476 0.02 -0.01 0.00
N 0.47207 -0.29960 5.19296 -0.03 0.01 0.01
C 1.65583 0.41517 4.77039 0.03 0.01 -0.01
C 1.26422 0.80714 3.36226 -0.05 -0.09 -0.02
O 1.94058 1.43924 2.56650 -0.03 0.04 -0.01
N 0.00665 0.35294 3.08930 -0.09 -0.02 0.03
C -0.41754 -0.31037 4.18933 0.14 0.03 -0.04
N -1.57597 -0.93027 4.29645 -0.05 -0.01 -0.05
H 1.26107 -0.96564 6.98465 0.00 0.01 0.01
H -0.01724 -1.98743 6.34485 0.00 0.00 0.00
H -0.41598 -0.42322 7.10531 -0.01 0.00 0.00
H 2.54062 -0.22488 4.75660 0.01 0.01 0.00
H 1.86119 1.30017 5.37560 -0.01 0.00 0.02
H -2.20954 -0.99653 3.50866 -0.01 0.02 -0.02
H -1.84456 -1.36848 5.15928 -0.01 -0.01 0.00
Cl -3.51721 1.60181 2.66136 0.05 -0.09 -0.01
Si -2.67237 0.44706 1.12387 -0.09 -0.05 0.09
Cl -3.42427 -1.44474 1.66757 0.06 0.00 -0.02
Cl -3.86813 0.91802 -0.51028 0.03 -0.02 -0.05
```
Forces are in eV/Å.

- HOMO-LUMO gap (alpha / beta) (eV) = 6.37 / 7.32
- energy relative to the best compared isomer or geometry (same formula, charge and spin) (kcal per mole) = 59.9
- ⟨S²⟩ = 0.80
- 2S+1 = 2
- energy (hartree) = -4918.34082
- charge = +1
- max |F| (eV Å⁻¹) = 0.5

Computed, not measured: C34H31ClGeIrNO2S3Sb as an isolated structure at a distorted geometry, with ωB97M-V/def2-TZVPD.

XYZ file:
```
75
Properties=species:S:1:pos:R:3:forces:R:3
Ir -1.02571 0.02842 -0.56640 -0.13 0.08 1.26
S -1.52360 0.89064 -5.43727 0.00 0.01 0.05
Sb -2.64319 0.02063 -3.61838 -0.17 0.18 -0.22
S -0.96678 -1.47083 -2.55619 0.59 0.16 -0.08
S -2.26025 1.56088 -1.71234 -0.10 0.03 -0.28
C -1.01885 2.13747 5.37599 -0.07 -0.05 0.03
O -2.13913 1.31719 5.09651 0.07 -0.02 -0.04
C -2.91917 1.70599 4.02248 0.07 0.06 0.01
C -3.17542 3.03026 3.73066 0.01 0.00 -0.04
C -3.99589 3.36111 2.65453 -0.03 0.00 -0.02
C -4.56506 2.34676 1.90239 0.04 0.01 -0.01
C -4.31501 1.01373 2.19668 0.03 -0.01 -0.02
C -3.46754 0.66600 3.24751 0.04 -0.12 -0.02
N -3.13963 -0.62858 3.59444 -0.04 0.09 0.00
C -3.71447 -1.81728 3.16883 -0.01 0.00 -0.04
C -4.02658 -2.24692 1.85532 -0.01 -0.08 0.03
C -4.98023 -3.28864 1.73408 0.00 0.01 -0.01
C -5.37051 -3.80427 0.51841 0.00 0.01 0.00
C -4.79981 -3.28220 -0.64820 0.03 0.01 0.01
C -3.83371 -2.29769 -0.57532 -0.07 -0.08 -0.04
C -3.38233 -1.77245 0.65203 0.15 0.20 -0.04
O -2.41151 -0.91883 0.73750 -0.26 0.07 0.52
H -0.37815 1.57160 6.05144 -0.01 -0.01 -0.02
H -1.31545 3.06701 5.87250 0.00 0.01 0.01
H -0.47000 2.36677 4.46166 0.02 -0.01 -0.04
H -2.72512 3.80955 4.33334 -0.02 -0.01 -0.02
H -4.16836 4.40021 2.40400 0.00 -0.01 0.00
H -5.17850 2.58310 1.04234 -0.01 0.01 0.01
H -4.74359 0.23960 1.57913 0.04 -0.05 -0.02
H -2.58420 -0.67656 4.43015 0.04 -0.02 0.05
H -3.96628 -2.49330 3.98156 -0.02 0.00 0.00
H -5.43061 -3.66542 2.64871 0.00 0.00 0.00
H -6.11495 -4.59118 0.46981 0.01 0.01 0.00
H -5.09964 -3.65901 -1.61988 0.00 0.00 0.00
H -3.35434 -1.93458 -1.47394 -0.02 0.00 0.03
C 0.32895 0.34265 -1.80245 0.02 -0.50 -1.13
Ge 2.24745 -0.03523 -1.72309 -0.04 -0.18 -0.11
C 3.09290 1.32164 -0.58623 -0.15 0.18 0.03
C 3.28846 2.60781 -1.09708 0.07 -0.04 -0.02
C 3.76788 3.63436 -0.29501 0.00 -0.02 0.01
C 4.04780 3.39377 1.04373 -0.01 0.01 -0.01
C 3.83735 2.12923 1.57343 0.00 0.00 -0.01
C 3.35886 1.10598 0.76524 0.02 -0.02 -0.02
C 2.94786 0.17982 -3.54026 -0.03 0.02 -0.06
C 2.13465 -0.20360 -4.60961 -0.03 0.12 0.02
C 2.57715 -0.06709 -5.91856 0.05 0.01 -0.02
C 3.84076 0.44700 -6.17688 -0.03 -0.01 0.00
C 4.65855 0.83531 -5.12358 0.00 0.02 0.02
C 4.20938 0.70756 -3.81497 0.04 -0.12 -0.01
C 2.79966 -1.80462 -1.08279 0.00 -0.02 0.06
C 4.06172 -1.97688 -0.51176 0.02 -0.01 -0.05
C 4.50802 -3.23178 -0.11914 -0.02 -0.01 0.01
C 3.69379 -4.34242 -0.29639 0.01 0.01 -0.01
C 2.44042 -4.18856 -0.87178 -0.01 0.01 0.00
C 1.99600 -2.93110 -1.26230 -0.02 0.02 0.07
H 0.10292 0.87664 -2.73919 0.21 0.23 0.13
H 3.05881 2.81317 -2.13771 0.00 -0.01 0.02
H 3.90838 4.62487 -0.71181 0.00 0.00 0.00
H 4.40836 4.19600 1.67679 0.01 0.00 0.00
H 4.02030 1.94189 2.62499 0.00 0.00 -0.01
H 3.16235 0.13639 1.20531 0.00 -0.02 0.00
H 1.12745 -0.56684 -4.42785 0.02 -0.01 -0.02
H 1.91702 -0.33957 -6.73274 -0.01 0.00 0.02
H 4.18185 0.56247 -7.19943 0.01 0.00 0.00
H 5.64122 1.24994 -5.32104 0.00 -0.01 0.00
H 4.85477 1.02020 -2.99985 -0.01 0.02 0.00
H 4.71519 -1.12109 -0.37755 -0.02 0.01 0.02
H 5.48881 -3.34077 0.32989 0.00 0.00 -0.01
H 4.03656 -5.32333 0.01228 0.00 0.00 0.00
H 1.79755 -5.04887 -1.01613 0.00 0.01 0.01
H 1.01068 -2.82659 -1.70490 0.06 0.00 0.02
Cl 0.25566 0.41895 2.26604 -0.05 0.06 -0.01
C -0.68827 1.34621 0.96727 -0.24 -0.23 -0.10
H -0.04605 2.18580 0.71593 0.04 0.02 0.01
H -1.58754 1.70147 1.46508 -0.05 -0.03 0.11
```
Forces are in eV/Å.

- HOMO-LUMO gap (alpha / beta) (eV) = 5.03 / 5.57
- energy relative to the best compared isomer or geometry (same formula, charge and spin) (kcal per mole) = 0.0
- ⟨S²⟩ = 0.78
- 2S+1 = 2
- energy (hartree) = -5595.74349
- charge = -2
- max |F| (eV Å⁻¹) = 1.3

- Which formula does entry 3 have?
  C34H31ClGeIrNO2S3Sb

- ⟨S²⟩ of number 2 (C34H31Cl3IN6OPRuS2Si)?
  0.80

- Which value of max |F| does entry 2 give?
  0.5 eV Å⁻¹

- Which of these has the highest energy?
  C34H31Cl3FeNO2Sb2